1.
Entry from the Open Molecules 2025 dataset: a 2-piece molecular cluster, C25H25O6S2 overall at a distorted geometry (ωB97M-V/def2-TZVPD).

Geometry (Å):
C (5.138, -2.967, -1.112)
C (4.035, -3.335, -2.119)
C (4.408, -2.754, -3.487)
C (3.993, -4.868, -2.230)
C (2.668, -2.802, -1.629)
C (1.880, -1.918, -2.384)
C (0.668, -1.452, -1.923)
C (0.231, -1.686, -0.553)
O (-0.620, -0.952, 0.011)
C (0.965, -2.762, 0.115)
C (2.165, -3.222, -0.380)
H (4.950, -3.419, -0.130)
H (6.108, -3.328, -1.481)
H (5.202, -1.877, -0.991)
H (3.667, -3.031, -4.247)
H (4.485, -1.661, -3.442)
H (5.381, -3.152, -3.800)
H (3.210, -5.183, -2.933)
H (4.958, -5.238, -2.604)
H (3.797, -5.334, -1.256)
H (2.231, -1.575, -3.360)
H (0.057, -0.793, -2.533)
H (0.574, -3.108, 1.068)
H (2.748, -3.932, 0.215)
C (2.213, 5.159, 3.633)
O (2.380, 3.920, 2.904)
C (1.438, 3.545, 1.999)
C (0.255, 4.280, 1.726)
C (-0.708, 3.734, 0.892)
C (-0.520, 2.479, 0.264)
C (-1.536, 1.844, -0.543)
C (-2.851, 1.883, -0.235)
S (-4.131, 1.170, -1.263)
O (-4.886, 2.219, -1.906)
O (-3.590, 0.069, -2.020)
C (-5.099, 0.538, 0.122)
C (-4.779, 1.035, 1.375)
C (-5.455, 0.605, 2.515)
C (-6.484, -0.329, 2.369)
C (-6.814, -0.828, 1.102)
C (-6.120, -0.398, -0.032)
S (-3.390, 2.186, 1.454)
O (-2.431, 1.662, 2.393)
O (-3.909, 3.529, 1.580)
C (0.719, 1.836, 0.458)
C (1.663, 2.315, 1.332)
H (3.112, 5.235, 4.247)
H (2.149, 6.015, 2.946)
H (1.320, 5.114, 4.272)
H (0.073, 5.254, 2.188)
H (-1.603, 4.310, 0.661)
H (-1.236, 1.304, -1.439)
H (-5.163, 1.002, 3.487)
H (-7.024, -0.668, 3.253)
H (-7.615, -1.559, 0.992)
H (-6.348, -0.777, -1.028)
H (0.891, 0.898, -0.062)
H (2.579, 1.769, 1.545)

* maximum force: 1.52 eV Å⁻¹
* molar mass: 485.6 g/mol
* charge: -1
* total energy: -60284.8838 eV
* E_LUMO: 2.30 eV
* gap between HOMO and LUMO: 0.1948 hartree

=====

2.
Entry from the Open Molecules 2025 dataset: C25H26BrF4N2OPSTi as an isolated structure (ωB97M-V/def2-TZVPD).

Geometry (Å):
Ti (-1.043, 0.195, 0.741)
F (3.746, -1.769, 5.587)
C (3.208, -1.525, 4.423)
C (3.998, -1.423, 3.287)
F (5.296, -1.573, 3.369)
C (3.401, -1.166, 2.058)
F (4.177, -1.086, 0.986)
C (2.030, -0.997, 1.921)
P (1.277, -0.713, 0.291)
C (1.385, -2.219, -0.669)
C (2.575, -2.578, -1.306)
C (2.647, -3.786, -1.978)
C (1.546, -4.633, -2.013)
C (0.363, -4.278, -1.378)
C (0.278, -3.071, -0.707)
C (2.169, 0.637, -0.495)
C (2.227, 0.705, -1.887)
C (2.836, 1.796, -2.491)
C (3.375, 2.814, -1.715)
C (3.305, 2.751, -0.328)
C (2.697, 1.667, 0.287)
C (1.271, -1.108, 3.084)
Br (-0.647, -0.956, 3.065)
C (1.826, -1.366, 4.318)
F (1.068, -1.467, 5.394)
H (3.437, -1.923, -1.278)
H (3.566, -4.070, -2.474)
H (1.612, -5.577, -2.538)
H (-0.486, -4.948, -1.406)
H (-0.643, -2.798, -0.200)
H (1.825, -0.095, -2.496)
H (2.910, 1.839, -3.570)
H (3.869, 3.651, -2.191)
H (3.747, 3.534, 0.273)
H (2.674, 1.609, 1.370)
C (-1.080, 3.812, 2.308)
C (-1.647, 4.125, 0.933)
S (-0.674, 3.367, -0.373)
O (-0.804, 1.806, -0.111)
C (-1.739, 3.602, -1.804)
C (-1.045, 3.141, -3.076)
H (-1.650, 4.366, 3.053)
H (-0.036, 4.115, 2.391)
H (-1.173, 2.753, 2.563)
H (-1.552, 5.191, 0.703)
H (-2.692, 3.835, 0.809)
H (-1.942, 4.677, -1.811)
H (-2.670, 3.071, -1.595)
H (-0.147, 3.725, -3.270)
H (-1.724, 3.282, -3.916)
H (-0.781, 2.084, -3.031)
C (-4.854, -3.418, -0.397)
N (-4.835, -1.941, -0.218)
C (-6.108, -1.188, -0.357)
C (-3.752, -1.340, 0.059)
N (-2.745, -0.788, 0.315)
H (-5.804, -3.671, -0.858)
H (-4.777, -3.913, 0.568)
H (-4.047, -3.725, -1.057)
H (-6.849, -1.650, 0.292)
H (-6.433, -1.238, -1.394)
H (-5.961, -0.153, -0.061)

* maximum force: 0.60 eV Å⁻¹
* molar mass: 637.3 g/mol
* charge: +3
* total energy: -155500.0519 eV
* E_LUMO (alpha / beta): -10.23 / -9.90 eV
* multiplicity: 2
* expectation value of S²: 0.755
* gap between HOMO and LUMO (alpha / beta): 0.2528 / 0.2641 hartree

=====

3.
Entry from the Open Molecules 2025 dataset: an isolated molecule of C25H26N2O5S (ωB97M-V/def2-TZVPD).

Geometry (Å):
C (5.613, 3.763, -0.956)
O (4.604, 2.786, -0.867)
C (3.390, 3.155, -0.362)
C (3.054, 4.438, 0.057)
C (1.778, 4.680, 0.538)
C (0.831, 3.679, 0.620)
C (1.170, 2.390, 0.221)
N (0.275, 1.318, 0.222)
C (-0.756, 1.050, 1.068)
S (-1.126, 1.992, 2.381)
N (-1.464, -0.074, 0.782)
C (-2.570, -0.490, 1.617)
C (-3.899, -0.286, 0.944)
C (-4.867, -1.284, 0.962)
C (-6.091, -1.090, 0.351)
C (-6.358, 0.111, -0.300)
C (-7.649, 0.361, -0.972)
O (-7.923, 1.361, -1.589)
O (-8.526, -0.650, -0.840)
C (-5.390, 1.115, -0.320)
C (-4.174, 0.917, 0.298)
C (-1.245, -0.835, -0.435)
C (0.102, -1.524, -0.472)
C (0.872, -1.532, -1.625)
C (2.108, -2.156, -1.631)
C (2.616, -2.785, -0.501)
O (3.837, -3.405, -0.478)
C (4.638, -3.373, -1.633)
C (1.838, -2.787, 0.675)
O (2.145, -3.349, 1.872)
C (3.374, -4.003, 2.098)
C (0.598, -2.155, 0.658)
C (2.442, 2.140, -0.279)
H (5.324, 4.580, -1.626)
H (6.482, 3.252, -1.368)
H (5.865, 4.171, 0.027)
H (3.765, 5.246, 0.010)
H (1.517, 5.679, 0.853)
H (-0.155, 3.895, 0.992)
H (0.614, 0.526, -0.312)
H (-2.526, 0.122, 2.527)
H (-2.440, -1.541, 1.893)
H (-4.661, -2.218, 1.465)
H (-6.841, -1.865, 0.370)
H (-9.351, -0.423, -1.296)
H (-5.617, 2.042, -0.823)
H (-3.430, 1.699, 0.296)
H (-1.351, -0.184, -1.312)
H (-2.038, -1.586, -0.489)
H (0.516, -1.052, -2.524)
H (2.683, -2.143, -2.542)
H (5.551, -3.903, -1.365)
H (4.157, -3.886, -2.473)
H (4.888, -2.348, -1.924)
H (3.496, -4.872, 1.448)
H (4.222, -3.328, 1.963)
H (3.332, -4.328, 3.137)
H (0.035, -2.163, 1.578)
H (2.720, 1.149, -0.607)

* maximum force: 0.87 eV Å⁻¹
* molar mass: 466.6 g/mol
* charge: 0
* total energy: -50399.7453 eV
* E_LUMO: 0.48 eV
* gap between HOMO and LUMO: 0.3052 hartree

=====

4.
Entry from the Open Molecules 2025 dataset: C25H26N3O9SV as an isolated structure (ωB97M-V/def2-TZVPD).

Geometry (Å):
V (-0.783, -0.428, 0.036)
O (1.202, -0.667, 1.106)
C (1.013, -0.039, 2.380)
C (-0.337, 0.731, 2.317)
O (-1.036, 0.831, 3.330)
O (-0.608, 1.237, 1.169)
C (2.145, 0.935, 2.669)
C (3.430, 0.646, 2.221)
C (4.481, 1.508, 2.492)
C (4.262, 2.668, 3.221)
C (2.984, 2.961, 3.673)
C (1.930, 2.101, 3.397)
C (0.937, -1.163, 3.404)
C (1.350, -0.991, 4.717)
C (1.221, -2.022, 5.639)
C (0.678, -3.238, 5.256)
C (0.266, -3.417, 3.941)
C (0.394, -2.389, 3.021)
H (1.640, -0.061, 0.463)
H (3.606, -0.256, 1.648)
H (5.472, 1.274, 2.124)
H (5.083, 3.344, 3.430)
H (2.801, 3.867, 4.237)
H (0.931, 2.334, 3.747)
H (1.775, -0.046, 5.029)
H (1.550, -1.871, 6.660)
H (0.579, -4.043, 5.974)
H (-0.151, -4.366, 3.627)
H (0.086, -2.540, 1.993)
C (-5.954, -0.435, -0.894)
O (-4.728, 0.118, -1.356)
C (-3.609, -0.032, -0.629)
O (-2.543, 0.282, -1.124)
N (-3.747, -0.497, 0.630)
N (-2.572, -0.744, 1.359)
H (-6.658, -0.315, -1.711)
H (-6.329, 0.107, -0.021)
H (-5.846, -1.498, -0.670)
H (-4.632, -0.779, 1.010)
H (-2.490, -1.740, 1.539)
H (-2.538, -0.186, 2.213)
C (-0.611, 3.056, -6.803)
C (-0.041, 2.249, -5.667)
C (-0.621, 2.299, -4.400)
C (-0.123, 1.539, -3.356)
C (0.976, 0.717, -3.569)
C (1.563, 0.650, -4.820)
C (1.053, 1.416, -5.861)
S (1.598, -0.267, -2.213)
O (1.954, 0.707, -1.181)
O (2.666, -1.061, -2.781)
N (0.414, -1.090, -1.642)
C (0.028, -2.360, -2.221)
C (-1.118, -2.978, -1.414)
O (-1.660, -3.993, -1.833)
O (-1.433, -2.366, -0.318)
H (-0.994, 4.015, -6.452)
H (-1.440, 2.527, -7.281)
H (0.142, 3.249, -7.567)
H (-1.480, 2.940, -4.230)
H (-0.593, 1.571, -2.381)
H (2.414, -0.002, -4.964)
H (1.517, 1.362, -6.841)
H (0.852, -3.080, -2.214)
H (-0.313, -2.281, -3.260)

* maximum force: 0.45 eV Å⁻¹
* molar mass: 595.5 g/mol
* charge: -1
* total energy: -85771.7127 eV
* E_LUMO (alpha / beta): 2.16 / 2.16 eV
* multiplicity: 2
* expectation value of S²: 0.758
* gap between HOMO and LUMO (alpha / beta): 0.2081 / 0.1860 hartree

=====

Q: Which of these has the highest maximum force?
A: C25H25O6S2

=====

Q: Among the records above, which one has the lowest maximum force?
A: C25H26N3O9SV

=====

Copy entry 1 word for word.
Entry from the Open Molecules 2025 dataset: a 2-piece molecular cluster, C25H25O6S2 overall at a distorted geometry (ωB97M-V/def2-TZVPD).

Geometry (Å):
C (5.138, -2.967, -1.112)
C (4.035, -3.335, -2.119)
C (4.408, -2.754, -3.487)
C (3.993, -4.868, -2.230)
C (2.668, -2.802, -1.629)
C (1.880, -1.918, -2.384)
C (0.668, -1.452, -1.923)
C (0.231, -1.686, -0.553)
O (-0.620, -0.952, 0.011)
C (0.965, -2.762, 0.115)
C (2.165, -3.222, -0.380)
H (4.950, -3.419, -0.130)
H (6.108, -3.328, -1.481)
H (5.202, -1.877, -0.991)
H (3.667, -3.031, -4.247)
H (4.485, -1.661, -3.442)
H (5.381, -3.152, -3.800)
H (3.210, -5.183, -2.933)
H (4.958, -5.238, -2.604)
H (3.797, -5.334, -1.256)
H (2.231, -1.575, -3.360)
H (0.057, -0.793, -2.533)
H (0.574, -3.108, 1.068)
H (2.748, -3.932, 0.215)
C (2.213, 5.159, 3.633)
O (2.380, 3.920, 2.904)
C (1.438, 3.545, 1.999)
C (0.255, 4.280, 1.726)
C (-0.708, 3.734, 0.892)
C (-0.520, 2.479, 0.264)
C (-1.536, 1.844, -0.543)
C (-2.851, 1.883, -0.235)
S (-4.131, 1.170, -1.263)
O (-4.886, 2.219, -1.906)
O (-3.590, 0.069, -2.020)
C (-5.099, 0.538, 0.122)
C (-4.779, 1.035, 1.375)
C (-5.455, 0.605, 2.515)
C (-6.484, -0.329, 2.369)
C (-6.814, -0.828, 1.102)
C (-6.120, -0.398, -0.032)
S (-3.390, 2.186, 1.454)
O (-2.431, 1.662, 2.393)
O (-3.909, 3.529, 1.580)
C (0.719, 1.836, 0.458)
C (1.663, 2.315, 1.332)
H (3.112, 5.235, 4.247)
H (2.149, 6.015, 2.946)
H (1.320, 5.114, 4.272)
H (0.073, 5.254, 2.188)
H (-1.603, 4.310, 0.661)
H (-1.236, 1.304, -1.439)
H (-5.163, 1.002, 3.487)
H (-7.024, -0.668, 3.253)
H (-7.615, -1.559, 0.992)
H (-6.348, -0.777, -1.028)
H (0.891, 0.898, -0.062)
H (2.579, 1.769, 1.545)

* maximum force: 1.52 eV Å⁻¹
* molar mass: 485.6 g/mol
* charge: -1
* total energy: -60284.8838 eV
* E_LUMO: 2.30 eV
* gap between HOMO and LUMO: 0.1948 hartree